[1]
C24H27MoN5SSe4SiTe2 | the ωB97M-V functional and the def2-TZVPD basis

Calculated values
* gap between HOMO and LUMO (spin up / spin down): 5.2 / 5.2 eV
* net charge: 0
* calculated total energy: -12102.290251 hartree
* energy above the lowest of the compared OMol25 structures with the same formula, charge and spin: 15.92 kcal/mol
* spin multiplicity: 1
* max |F|: 1.19 eV/Å

Last column: Löwdin charge in e.
Atoms and positions in Å:
Mo (-0.30, -0.81, -0.22)  1.164
Se (-1.65, 1.11, -3.18)  0.650
Se (-2.74, -1.75, -0.13)  0.775
C (-3.04, 0.11, 0.10)  -0.693
C (-4.26, 0.74, 0.31)  -0.084
C (-4.27, 2.11, 0.51)  -0.055
C (-3.07, 2.82, 0.50)  -0.050
C (-1.90, 2.12, 0.26)  -0.161
N (-1.90, 0.81, 0.04)  -0.140
C (-1.37, -0.73, -3.35)  -0.748
C (-1.70, -1.29, -4.62)  -0.147
C (-1.65, -2.63, -4.85)  -0.074
C (-1.26, -3.47, -3.80)  -0.077
C (-0.90, -2.89, -2.62)  -0.299
N (-0.90, -1.56, -2.38)  -0.193
H (-5.17, 0.16, 0.33)  0.108
H (-5.20, 2.62, 0.68)  0.110
H (-3.04, 3.88, 0.66)  0.105
H (-0.94, 2.62, 0.22)  0.106
H (-2.02, -0.60, -5.38)  0.078
H (-1.94, -3.03, -5.81)  0.106
H (-1.22, -4.55, -3.90)  0.103
H (-0.60, -3.51, -1.79)  0.019
Se (0.13, -3.72, 2.74)  -0.275
Te (2.31, -3.26, 3.96)  0.225
Te (1.36, -5.76, 3.59)  0.233
Se (1.24, -2.72, -0.21)  0.248
S (2.22, -2.36, -2.20)  0.551
C (1.93, -0.66, -2.49)  -0.703
C (2.65, -0.08, -3.53)  -0.105
C (2.56, 1.28, -3.74)  -0.049
C (1.75, 2.04, -2.91)  -0.087
C (1.03, 1.39, -1.94)  -0.274
N (1.11, 0.06, -1.71)  -0.133
H (3.30, -0.70, -4.13)  0.105
H (3.12, 1.74, -4.54)  0.114
H (1.64, 3.10, -3.03)  0.115
H (0.37, 1.93, -1.28)  0.054
C (-2.66, -1.72, 3.23)  -0.108
C (-1.74, -0.55, 3.04)  -0.331
C (-1.84, 0.50, 3.94)  -0.031
C (-0.93, 1.54, 3.88)  -0.044
C (0.08, 1.51, 2.95)  -0.045
C (0.13, 0.43, 2.06)  -0.465
N (-0.77, -0.57, 2.11)  0.023
N (0.96, 0.26, 0.97)  -0.217
Si (2.61, 0.90, 1.09)  0.415
C (2.67, 2.73, 0.71)  -0.158
C (3.83, 0.03, 0.01)  -0.160
C (3.17, 0.64, 2.85)  -0.160
H (-2.39, -2.23, 4.15)  0.077
H (-2.61, -2.43, 2.41)  -0.027
H (-3.69, -1.37, 3.33)  0.089
H (-2.62, 0.47, 4.69)  0.116
H (-1.01, 2.37, 4.57)  0.114
H (0.79, 2.32, 2.86)  0.093
H (2.80, 2.91, -0.35)  0.018
H (3.52, 3.17, 1.23)  0.039
H (1.77, 3.26, 1.04)  0.023
H (3.74, 0.26, -1.04)  0.020
H (3.78, -1.06, 0.13)  0.015
H (4.82, 0.36, 0.33)  0.045
H (2.77, 1.36, 3.56)  0.028
H (4.25, 0.71, 2.88)  0.040
H (2.89, -0.36, 3.21)  -0.028

---

[2]
CH7N2O | the ωB97M-V functional and the def2-TZVPD basis

Calculated values
* gap between HOMO and LUMO: 11.5 eV
* net charge: +1
* calculated total energy: -226.738958 hartree
* energy above the lowest of the compared OMol25 structures with the same formula, charge and spin: 60.53 kcal/mol
* spin multiplicity: 1
* max |F|: 6.00 eV/Å

Last column: Löwdin charge in e.
Atoms and positions in Å:
O (-1.94, 1.31, -0.59)  -0.079
H (-0.51, 0.22, -0.33)  0.104
H (-1.95, 1.46, -1.60)  0.118
H (-2.55, 2.01, -0.27)  0.087
N (-0.10, -0.65, 0.05)  0.193
C (1.27, -0.67, 0.60)  -0.161
N (2.40, -1.00, -0.03)  0.136
H (-0.34, -1.30, -0.63)  0.135
H (-0.89, -0.77, 0.80)  0.227
H (1.40, 0.07, 1.42)  0.137
H (3.21, -0.68, 0.58)  0.103

---

[3]
C21H44AsN2OPdS3Si3 | the ωB97M-V functional and the def2-TZVPD basis

Calculated values
* expectation value of S²: 6.0152
* gap between HOMO and LUMO (spin up / spin down): 5.2 / 6.0 eV
* net charge: +3
* calculated total energy: -5437.011198 hartree
* energy above the lowest of the compared OMol25 structures with the same formula, charge and spin: 0.00 kcal/mol
* spin multiplicity: 5
* max |F|: 2.51 eV/Å

Last column: Löwdin charge in e.
Atoms and positions in Å:
Pd (11.23, 11.24, 9.37)  0.777
C (11.36, 10.91, 12.64)  -0.096
O (10.83, 10.56, 11.35)  -0.448
Si (9.14, 10.09, 11.12)  0.348
C (8.98, 8.60, 12.17)  -0.119
C (8.11, 11.51, 11.63)  -0.130
C (8.97, 9.67, 9.31)  -0.309
Si (9.94, 8.21, 8.52)  0.349
C (9.98, 8.16, 6.73)  -0.043
C (11.75, 8.36, 9.17)  -0.211
C (9.27, 6.67, 9.23)  -0.147
Si (7.17, 9.89, 8.66)  0.452
C (7.14, 11.58, 7.80)  -0.144
C (6.72, 8.59, 7.44)  -0.177
C (5.91, 9.62, 10.05)  -0.150
H (12.03, 10.08, 12.94)  0.100
H (10.63, 11.11, 13.39)  0.086
H (11.98, 11.84, 12.56)  0.090
H (9.05, 8.90, 13.21)  0.052
H (9.75, 7.81, 12.02)  0.064
H (7.97, 8.16, 12.05)  0.056
H (8.84, 12.13, 12.16)  0.024
H (7.31, 11.31, 12.36)  0.073
H (7.69, 12.13, 10.90)  0.013
H (10.62, 9.82, 5.82)  0.077
H (9.09, 8.28, 6.04)  0.043
H (10.85, 7.76, 6.23)  0.037
H (12.41, 9.10, 8.62)  0.004
H (12.25, 7.44, 8.83)  0.048
H (11.78, 8.29, 10.28)  0.047
H (8.41, 6.78, 9.90)  0.046
H (10.11, 6.18, 9.78)  0.071
H (8.93, 5.96, 8.50)  0.043
H (6.16, 11.83, 7.39)  0.056
H (7.72, 11.47, 6.92)  -0.014
H (7.49, 12.48, 8.38)  0.046
H (7.25, 8.66, 6.51)  0.002
H (5.64, 8.64, 7.19)  0.072
H (6.85, 7.57, 7.86)  0.058
H (5.78, 10.51, 10.72)  0.049
H (6.14, 8.76, 10.67)  0.030
H (4.93, 9.47, 9.64)  0.038
C (12.42, 10.86, 5.31)  -0.047
C (10.97, 10.88, 5.72)  -0.594
N (10.75, 11.56, 6.99)  0.107
C (10.06, 12.66, 6.76)  -0.310
C (9.51, 12.85, 5.46)  -0.217
S (10.03, 11.71, 4.43)  1.317
C (9.94, 13.63, 7.83)  -0.353
C (9.41, 14.89, 7.73)  -0.316
S (9.57, 15.74, 9.16)  1.214
C (10.34, 14.32, 9.86)  -0.554
N (10.42, 13.28, 9.07)  0.005
C (10.91, 14.28, 11.23)  -0.041
H (12.90, 10.29, 6.07)  0.074
H (12.88, 11.85, 5.24)  0.114
H (12.42, 10.31, 4.41)  0.087
H (8.86, 13.72, 5.26)  0.130
H (8.91, 15.29, 6.84)  0.105
H (10.26, 13.68, 11.92)  0.086
H (11.03, 15.22, 11.75)  0.098
H (11.85, 13.74, 11.01)  0.060
C (15.28, 10.94, 12.12)  -0.227
As (15.26, 10.96, 10.18)  0.809
C (15.47, 9.16, 9.46)  -0.231
C (16.79, 11.96, 9.66)  -0.243
S (13.62, 11.99, 9.13)  0.180
H (16.32, 10.62, 12.35)  0.070
H (14.57, 10.18, 12.55)  0.052
H (14.97, 11.93, 12.51)  0.055
H (16.56, 8.97, 9.47)  0.055
H (15.19, 9.15, 8.41)  0.036
H (15.01, 8.34, 10.02)  0.047
H (17.66, 11.45, 9.99)  0.049
H (16.71, 12.97, 10.12)  0.073
H (16.79, 12.17, 8.60)  0.047

---

[4]
C11H25N3O22S4 | the ωB97M-V functional and the def2-TZVPD basis

Calculated values
* gap between HOMO and LUMO: 11.0 eV
* net charge: 0
* calculated total energy: -3845.891519 hartree
* energy above the lowest of the compared OMol25 structures with the same formula, charge and spin: 107.84 kcal/mol
* spin multiplicity: 1
* max |F|: 5.15 eV/Å

Last column: Löwdin charge in e.
Atoms and positions in Å:
C (14.95, -18.53, 7.46)  0.026
N (13.77, -19.13, 6.78)  -0.439
O (13.49, -18.57, 5.71)  0.041
O (13.18, -20.04, 7.32)  0.079
H (15.80, -18.16, 6.88)  0.098
H (15.34, -19.21, 8.22)  0.094
H (14.48, -17.67, 7.93)  0.102
C (7.39, -33.76, 0.70)  0.029
N (8.51, -33.25, 1.51)  -0.415
O (8.41, -33.29, 2.80)  0.006
O (9.47, -32.89, 0.87)  0.076
H (7.17, -34.74, 1.13)  0.103
H (7.68, -33.64, -0.34)  0.102
H (6.49, -33.20, 0.96)  0.099
C (9.68, -30.74, -7.39)  0.037
N (10.14, -31.97, -6.67)  -0.427
O (9.28, -32.83, -6.44)  0.041
O (11.36, -32.14, -6.56)  0.052
H (8.86, -30.40, -6.76)  0.099
H (9.47, -31.13, -8.39)  0.103
H (10.44, -29.97, -7.54)  0.094
C (12.71, -28.61, 9.45)  -0.168
C (12.80, -29.80, 10.42)  -0.267
O (13.81, -29.65, 11.32)  -0.180
S (15.01, -28.81, 10.45)  0.749
O (15.64, -29.75, 9.52)  -0.245
O (15.85, -28.10, 11.37)  -0.223
O (13.89, -27.86, 9.70)  -0.188
H (11.76, -28.10, 9.60)  0.131
H (12.68, -28.99, 8.42)  0.129
H (12.95, -30.79, 10.00)  0.130
H (11.90, -29.85, 11.02)  0.132
C (12.51, -25.65, 1.86)  -0.222
C (12.97, -24.50, 0.95)  -0.196
O (12.70, -25.05, -0.29)  -0.211
S (11.23, -25.88, -0.37)  0.787
O (11.34, -27.08, -1.19)  -0.237
O (10.09, -24.97, -0.47)  -0.246
O (11.51, -26.35, 1.22)  -0.202
H (12.20, -25.25, 2.82)  0.130
H (13.26, -26.41, 2.08)  0.130
H (14.00, -24.18, 1.11)  0.140
H (12.31, -23.66, 1.16)  0.127
C (2.73, -20.41, -5.77)  -0.112
C (3.39, -21.72, -5.33)  -0.236
O (2.37, -22.60, -5.07)  -0.192
S (1.10, -21.84, -4.39)  0.670
O (1.27, -21.62, -3.01)  -0.216
O (-0.16, -22.49, -4.80)  -0.245
O (1.41, -20.47, -5.17)  -0.206
H (2.51, -20.78, -6.77)  0.127
H (3.25, -19.46, -5.69)  0.142
H (3.95, -21.59, -4.40)  0.125
H (4.06, -22.29, -5.98)  0.142
C (5.19, -26.63, 2.68)  -0.170
C (4.39, -25.35, 2.28)  -0.220
O (4.59, -24.51, 3.30)  -0.190
S (6.06, -24.55, 3.93)  0.750
O (6.11, -24.51, 5.41)  -0.249
O (7.02, -23.73, 3.20)  -0.245
O (6.21, -26.16, 3.50)  -0.210
H (5.54, -27.29, 1.88)  0.135
H (4.57, -27.17, 3.40)  0.126
H (3.34, -25.60, 2.10)  0.141
H (4.82, -24.81, 1.44)  0.133